A structure of composition C5H10O, computed with wB97M-V/def2-TZVPD.

Output
Largest force on an atom   0.44 eV/A
Charge   0
Frontier orbital gap   0.2971 hartree
Relative energy (zero: lowest compared OMol25 entry of this formula, charge and spin)   180.61 kcal/mol

Cartesian coordinates (Å):
C (-0.016, -1.384, 0.005)
C (0.201, 0.701, -0.099)
C (1.219, -0.588, -1.062)
C (0.021, 1.065, 1.362)
O (-1.002, 1.964, 0.889)
C (-1.239, 1.136, -0.269)
H (-0.498, -1.970, -0.780)
H (-0.792, -1.060, 0.690)
H (0.684, -2.001, 0.570)
H (0.931, -0.103, -1.991)
H (2.142, -0.172, -0.667)
H (1.469, -1.634, -1.346)
H (0.839, 1.593, 1.866)
H (-0.421, 0.317, 2.048)
H (-1.492, 1.726, -1.157)
H (-2.045, 0.410, -0.058)